[1]
Entry from the OMol25 dataset: a cluster of 2 separate species, BrClO2P in total (ωB97M-V/def2-TZVPD).

Last column: Mulliken charge in e.
Geometry (Å):
O1 0.136 -0.862 -1.248  -0.45
O2 0.574 -1.046 1.339  -0.52
P1 0.432 -0.315 0.029  0.89
Cl1 -1.688 2.717 -0.194  -0.87
Br1 1.790 1.421 0.038  -0.05

energy	-95952.1372	eV
orbital gap	0.2286	Eh
total charge	-1
relative energy (zero: lowest compared OMol25 entry of this formula, charge and spin)	39.1	kcal/mol
HOMO	-4.410	eV

[2]
Entry from the OMol25 dataset: the ion C4H8N3O with charge +1 (ωB97M-V/def2-TZVPD).

Last column: Mulliken charge in e.
Geometry (Å):
C1 1.432 0.381 0.348  0.41
C2 -0.978 1.033 0.258  0.59
C3 0.017 -1.194 1.343  -0.85
C4 0.062 -0.834 -1.230  -0.72
N1 2.455 0.870 0.203  -0.34
N2 -0.513 1.925 -0.548  -0.32
N3 0.164 -0.222 0.327  -0.07
O1 -1.971 0.842 0.861  -0.40
H1 -0.974 -1.587 1.519  0.36
H2 0.596 -2.093 1.196  0.41
H3 0.531 -0.754 2.319  0.32
H4 -0.190 -0.047 -1.838  0.37
H5 1.081 -1.164 -1.516  0.36
H6 -0.718 -1.708 -1.259  0.34
H7 0.290 2.009 -1.128  0.24
H8 -1.284 2.542 -0.855  0.30

energy	-10785.9597	eV
orbital gap	0.4655	Eh
SMILES	C[N+](C)(C#N)C(N)=O
total charge	+1
relative energy (zero: lowest compared OMol25 entry of this formula, charge and spin)	100.1	kcal/mol
HOMO	-16.266	eV

[3]
Entry from the OMol25 dataset: an isolated molecule of C19H21N7O2S2 (ωB97M-V/def2-TZVPD).

Last column: Mulliken charge in e.
Geometry (Å):
C1 -7.706 -2.174 0.148  -1.11
H1 -8.565 -2.761 -0.168  0.34
H2 -7.869 -1.137 -0.136  0.35
H3 -7.625 -2.230 1.231  0.33
C2 -6.433 -2.711 -0.506  -0.34
C3 -5.245 -1.929 -0.089  0.47
N1 -4.263 -2.405 0.587  -0.54
N2 -3.307 -1.527 0.864  -0.33
C4 -3.551 -0.350 0.396  0.23
N3 -2.709 0.714 0.551  0.04
C5 -2.963 1.923 -0.015  0.75
O1 -3.964 2.165 -0.654  -0.65
C6 -1.873 2.949 0.226  -0.86
H4 -2.242 3.938 -0.043  0.45
H5 -1.514 2.925 1.254  0.39
S1 -0.436 2.662 -0.862  -0.13
C7 0.395 1.450 0.071  0.48
N4 -0.058 0.879 1.159  -0.36
N5 0.876 0.017 1.587  -0.98
C8 1.883 0.057 0.760  0.72
N6 1.633 0.975 -0.239  0.35
C9 2.502 1.428 -1.294  -0.69
H6 1.960 2.178 -1.876  0.42
H7 2.753 0.584 -1.940  0.35
C10 3.816 2.042 -0.773  -0.44
O2 3.725 3.384 -0.376  -0.45
C11 3.042 3.612 0.834  -0.43
H8 3.368 2.913 1.614  0.24
H9 3.287 4.629 1.134  0.29
H10 1.957 3.534 0.713  0.12
H11 4.205 1.420 0.047  0.32
H12 4.539 2.040 -1.591  0.40
C12 3.082 -0.740 0.877  -0.13
C13 3.849 -0.859 2.006  -0.78
N7 4.902 -1.687 1.766  0.00
C14 4.827 -2.150 0.482  -0.62
C15 5.654 -3.029 -0.205  -0.78
C16 5.308 -3.349 -1.500  -0.49
C17 4.157 -2.824 -2.094  -0.96
C18 3.336 -1.949 -1.419  -0.31
C19 3.681 -1.578 -0.119  1.26
H13 2.427 -1.587 -1.877  0.59
H14 3.906 -3.122 -3.100  0.39
H15 5.926 -4.031 -2.064  0.39
H16 6.527 -3.454 0.265  0.39
H17 5.605 -1.945 2.438  0.18
H18 3.707 -0.391 2.961  0.49
H19 -1.811 0.560 1.041  0.27
S2 -5.064 -0.219 -0.476  -0.11
H20 -6.533 -2.658 -1.593  0.25
H21 -6.268 -3.751 -0.219  0.25

energy	-56239.9505	eV
orbital gap	0.3254	Eh
SMILES	CCc1nnc(NC(=O)CSc2nnc(-c3c[nH]c4ccccc34)n2CCOC)s1
relative energy (zero: lowest compared OMol25 entry of this formula, charge and spin)	0.0	kcal/mol
HOMO	-8.337	eV

[4]
Entry from the OMol25 dataset: an isolated molecule of C5H8N4 (ωB97M-V/def2-TZVPD).

Last column: Mulliken charge in e.
Geometry (Å):
C1 -1.900 0.667 0.133  -0.42
C2 -0.881 1.713 -0.115  -0.50
C3 0.280 1.214 -0.384  -0.22
C4 0.149 -0.220 -0.326  0.36
C5 2.286 -0.725 -0.044  -0.16
H1 -1.154 -2.531 -0.430  0.30
H2 -1.538 -1.909 1.089  0.25
H3 -2.736 0.797 -0.541  0.34
H4 -2.161 0.634 1.180  0.28
H5 -1.210 2.757 -0.014  0.38
H6 1.183 1.774 -0.487  0.48
H7 3.026 -1.485 -0.048  0.43
H8 3.766 0.390 0.459  0.24
N1 -1.692 -1.821 0.069  -0.70
N2 -1.217 -0.539 -0.339  0.15
N3 1.065 -1.186 -0.425  -0.61
N4 2.736 0.470 0.223  -0.60

energy	-11272.6649	eV
orbital gap	0.3241	Eh
SMILES	[H]/N=C/N=C1\C=CCN1N
relative energy (zero: lowest compared OMol25 entry of this formula, charge and spin)	43.5	kcal/mol
HOMO	-8.578	eV

[5]
Entry from the OMol25 dataset: a structure of composition C2H4O2S2 (ωB97M-V/def2-TZVPD).

Last column: Mulliken charge in e.
Geometry (Å):
C1 -0.175 0.860 0.495  -0.86
C2 0.517 1.341 -0.514  -0.38
O1 -1.676 -1.264 0.027  -0.45
O2 0.258 -1.467 -1.392  -0.44
S1 0.751 -2.141 1.429  -0.17
S2 -0.280 -1.444 -0.048  0.92
H1 0.191 1.007 1.495  0.43
H2 -1.210 0.691 0.322  0.37
H3 0.080 1.170 -1.508  0.28
H4 1.544 1.246 -0.305  0.29

energy	-27900.9395	eV
orbital gap	0.3124	Eh
relative energy (zero: lowest compared OMol25 entry of this formula, charge and spin)	78.3	kcal/mol
HOMO	-10.177	eV

[6]
Entry from the OMol25 dataset: a structure of composition C18H37FI2N2O5 (ωB97M-V/def2-TZVPD).

Last column: Mulliken charge in e.
Geometry (Å):
C1 4.580 0.769 0.992  -1.68
C2 3.170 0.157 0.881  0.96
F1 2.990 -0.213 -0.427  -0.37
C3 3.068 -1.021 1.829  -2.33
C4 1.814 -1.896 1.653  2.60
C5 2.076 -3.156 2.535  -1.47
I1 0.365 -3.796 3.691  0.14
C6 2.614 -4.339 1.687  -0.15
C7 3.870 -4.005 0.919  -1.33
I2 3.165 -5.962 3.046  0.07
C8 0.595 -1.012 2.006  -1.90
C9 -0.365 -1.150 0.835  0.58
O1 -0.075 -0.197 -0.176  -0.38
C10 0.184 -2.485 0.265  -0.04
O2 -0.351 -3.430 -0.108  -0.52
O3 1.549 -2.316 0.328  -0.42
H1 5.160 0.438 0.141  0.35
H2 4.514 1.846 0.960  0.37
H3 5.078 0.427 1.891  0.44
H4 2.477 0.948 1.138  0.22
H5 3.038 -0.630 2.838  0.42
H6 3.985 -1.594 1.759  0.65
H7 2.849 -2.914 3.247  0.86
H8 1.818 -4.734 1.075  0.51
H9 3.656 -3.285 0.139  0.30
H10 4.182 -4.902 0.402  0.52
H11 4.679 -3.652 1.545  0.35
H12 0.763 0.053 2.107  0.33
H13 0.026 -1.247 2.899  0.30
H14 -1.422 -1.277 1.044  0.33
H15 -0.384 -0.533 -1.027  0.26
C11 0.794 3.684 -3.022  -1.67
C12 0.463 2.744 -1.864  0.59
C13 0.016 3.456 -0.578  -0.38
O4 1.050 4.089 0.158  -0.42
C14 1.486 5.332 -0.359  -0.72
N1 1.608 1.863 -1.623  -0.54
H16 1.780 4.135 -2.922  0.32
H17 0.792 3.129 -3.960  0.42
H18 0.054 4.482 -3.109  0.35
H19 -0.378 2.121 -2.185  0.19
H20 -0.387 2.695 0.096  -0.02
H21 -0.798 4.167 -0.776  0.54
H22 0.657 5.909 -0.779  0.32
H23 2.265 5.193 -1.112  0.25
H24 1.923 5.898 0.464  0.27
H25 1.341 1.163 -0.938  0.15
H26 2.326 2.412 -1.155  0.39
C15 -4.772 -2.041 -0.834  -1.39
C16 -5.840 -1.062 -1.320  0.42
C17 -5.281 0.230 -1.936  -0.74
O5 -4.756 1.165 -1.011  -0.47
C18 -3.470 0.858 -0.512  -0.52
N2 -6.764 -0.785 -0.214  -0.73
H27 -4.354 -1.756 0.130  0.21
H28 -5.208 -3.033 -0.711  0.40
H29 -3.957 -2.127 -1.556  0.32
H30 -6.405 -1.567 -2.109  0.41
H31 -6.108 0.749 -2.427  0.37
H32 -4.539 0.010 -2.716  0.37
H33 -2.836 0.400 -1.279  0.28
H34 -3.538 0.203 0.359  0.20
H35 -3.004 1.787 -0.185  0.29
H36 -7.542 -0.232 -0.562  0.28
H37 -6.289 -0.161 0.434  0.31

energy	-51400.8127	eV
orbital gap	0.3341	Eh
HOMO	-8.917	eV